# 1
{"formula": "C4H7NO2", "method": "ωB97M-V/def2-TZVPD", "species": ["C", "C", "O", "C", "N", "C", "O", "H", "H", "H", "H", "H", "H", "H"], "coordinates": [[0.539, -1.895, -0.295], [0.604, -0.601, -0.572], [1.650, -0.047, -1.226], [-0.498, 0.384, -0.181], [0.076, 1.728, -0.168], [-1.064, 0.000, 1.169], [-2.176, -0.392, 1.376], [1.324, -2.562, -0.599], [-0.306, -2.312, 0.218], [1.474, 0.908, -1.294], [-1.293, 0.352, -0.935], [0.658, 1.852, 0.658], [-0.650, 2.433, -0.147], [-0.337, 0.150, 1.995]], "nbo_charge": [-0.52, 0.32, -0.68, -0.23, -0.84, 0.44, -0.50, 0.22, 0.21, 0.50, 0.23, 0.37, 0.38, 0.10], "smiles": "C=C(O)[C@H](N)C=O", "gap_ev": 9.659, "charge": 0, "energy_ev": -9845.5737, "fmax_ev_per_a": 0.5, "lumo_ha": 0.023}


# 2
{"formula": "C44H30N8O2Se2V", "method": "ωB97M-V/def2-TZVPD", "species": ["V", "O", "C", "O", "C", "C", "C", "N", "C", "C", "C", "C", "C", "C", "C", "N", "C", "C", "C", "C", "C", "N", "H", "H", "H", "H", "H", "H", "H", "H", "H", "H", "C", "C", "N", "C", "C", "C", "C", "C", "C", "C", "N", "C", "C", "C", "C", "C", "C", "C", "C", "N", "C", "H", "H", "H", "H", "H", "H", "H", "H", "H", "H", "H", "H", "Se", "Se", "C", "C", "C", "C", "C", "N", "C", "C", "C", "C", "C", "N", "H", "H", "H", "H", "H", "H", "H", "H"], "coordinates": [[-0.665, 0.465, -0.381], [4.040, -0.070, 4.504], [4.453, -0.017, 3.335], [5.543, -0.273, 2.805], [3.340, 0.426, 2.308], [2.115, 0.863, 2.750], [1.112, 1.124, 1.826], [1.225, 0.864, 0.501], [2.454, 0.477, 0.073], [3.522, 0.302, 0.946], [2.740, 0.276, -1.365], [3.638, -0.712, -1.771], [3.945, -0.829, -3.114], [3.390, 0.074, -4.007], [2.531, 1.037, -3.508], [2.188, 1.129, -2.229], [-0.148, 1.733, 2.257], [-0.234, 2.460, 3.443], [-1.396, 3.141, 3.743], [-2.444, 3.078, 2.837], [-2.285, 2.314, 1.699], [-1.176, 1.632, 1.403], [1.953, 0.949, 3.815], [4.513, 0.070, 0.580], [4.078, -1.388, -1.051], [4.615, -1.606, -3.457], [3.626, 0.032, -5.062], [2.086, 1.776, -4.169], [0.618, 2.515, 4.105], [-1.475, 3.734, 4.644], [-3.361, 3.627, 2.994], [-3.098, 2.276, 0.990], [-1.809, -1.487, 4.705], [-2.278, -1.176, 3.420], [-1.553, -1.293, 2.336], [-0.287, -1.760, 2.432], [0.265, -2.149, 3.687], [-0.538, -1.972, 4.833], [1.569, -2.674, 3.750], [2.279, -2.842, 2.598], [1.744, -2.477, 1.355], [0.490, -1.901, 1.225], [-0.010, -1.432, -0.003], [0.257, -2.180, -1.111], [0.682, -3.514, -1.142], [0.952, -4.163, -2.347], [0.753, -3.552, -3.562], [0.206, -2.259, -3.590], [-0.148, -1.606, -4.789], [-0.753, -0.384, -4.723], [-0.936, 0.223, -3.476], [-0.566, -0.316, -2.328], [-0.039, -1.568, -2.372], [-2.454, -1.356, 5.565], [-3.290, -0.802, 3.276], [-0.133, -2.238, 5.802], [2.004, -2.922, 4.709], [3.291, -3.226, 2.640], [2.359, -2.601, 0.475], [0.802, -4.060, -0.219], [1.323, -5.180, -2.316], [0.956, -4.062, -4.494], [0.051, -2.096, -5.734], [-1.069, 0.137, -5.617], [-1.376, 1.207, -3.453], [-4.833, 3.721, -1.086], [-3.586, 2.081, -1.897], [-1.800, 2.877, -1.895], [-1.688, 3.916, -2.806], [-0.483, 4.587, -2.887], [0.513, 4.230, -1.987], [0.303, 3.179, -1.122], [-0.821, 2.430, -1.111], [-3.620, 0.647, -0.574], [-4.882, 0.409, -0.057], [-5.135, -0.827, 0.511], [-4.140, -1.790, 0.427], [-2.899, -1.444, -0.068], [-2.593, -0.208, -0.515], [-2.536, 4.186, -3.421], [-0.332, 5.376, -3.611], [1.451, 4.766, -1.955], [1.060, 2.912, -0.404], [-5.637, 1.184, -0.102], [-6.094, -1.049, 0.958], [-4.317, -2.802, 0.762], [-2.116, -2.180, -0.138]], "lowdin_spin": [2.57, 0.00, 0.00, 0.00, 0.01, 0.00, 0.01, 0.00, 0.01, 0.00, 0.00, 0.00, 0.00, 0.00, 0.00, 0.01, 0.01, 0.00, 0.01, 0.00, 0.01, 0.01, 0.00, 0.00, 0.00, 0.00, 0.00, 0.00, 0.00, 0.00, 0.00, 0.00, 0.00, 0.00, 0.01, 0.00, 0.00, 0.00, 0.00, 0.00, 0.00, 0.00, 0.00, 0.00, 0.02, 0.00, 0.02, 0.00, 0.03, 0.00, 0.03, 0.00, 0.01, 0.00, 0.00, 0.00, 0.00, 0.00, 0.00, 0.00, 0.00, 0.00, 0.00, 0.00, 0.00, 0.00, 0.00, 0.03, 0.00, 0.02, 0.00, 0.02, 0.02, 0.03, 0.00, 0.03, 0.00, 0.03, 0.01, 0.00, 0.00, 0.00, 0.00, 0.00, 0.00, 0.00, 0.00], "s2": 3.77, "gap_ev": [5.836, 6.070], "charge": 0, "energy_ev": -218513.2374, "multiplicity": 4, "fmax_ev_per_a": 1.9, "lumo_ha": [-0.023, -0.030]}


# 3
{"formula": "C41H47BrClIN5O2Si3V", "method": "ωB97M-V/def2-TZVPD", "species": ["V", "Br", "C", "C", "C", "C", "O", "C", "C", "N", "C", "C", "C", "C", "C", "C", "C", "C", "N", "C", "C", "H", "H", "H", "H", "H", "H", "H", "H", "H", "H", "Cl", "C", "C", "C", "I", "C", "O", "C", "N", "C", "C", "C", "C", "H", "H", "H", "H", "C", "Si", "C", "C", "N", "C", "C", "C", "C", "C", "C", "N", "Si", "C", "C", "C", "H", "H", "H", "H", "H", "H", "H", "H", "H", "H", "H", "H", "H", "H", "H", "H", "H", "H", "H", "H", "H", "H", "C", "Si", "C", "C", "C", "H", "H", "H", "H", "H", "H", "H", "H", "H", "H", "H"], "coordinates": [[1.069, -0.034, -0.311], [-2.756, -6.337, 0.369], [-1.933, -4.629, 0.502], [-1.519, -4.164, 1.760], [-0.935, -2.931, 1.886], [-0.709, -2.116, 0.749], [-0.158, -0.961, 0.882], [-1.130, -2.609, -0.514], [-1.074, -1.770, -1.670], [-0.365, -0.695, -1.795], [-0.730, 0.160, -2.876], [0.214, 0.720, -3.693], [-0.144, 1.617, -4.718], [-1.445, 1.972, -4.910], [-2.449, 1.435, -4.073], [-3.810, 1.799, -4.195], [-4.730, 1.270, -3.341], [-4.287, 0.353, -2.362], [-3.045, -0.020, -2.228], [-2.109, 0.515, -3.054], [-1.764, -3.862, -0.615], [-1.677, -4.782, 2.634], [-0.637, -2.537, 2.848], [-1.712, -2.070, -2.501], [1.251, 0.483, -3.520], [0.638, 2.033, -5.341], [-1.728, 2.670, -5.690], [-4.097, 2.505, -4.966], [-5.777, 1.535, -3.398], [-4.997, -0.076, -1.661], [-2.108, -4.211, -1.581], [-3.764, 1.404, 7.768], [-2.707, 1.389, 6.369], [-1.571, 2.150, 6.379], [-0.712, 2.173, 5.282], [1.018, 3.338, 5.397], [-0.927, 1.443, 4.084], [-0.172, 1.469, 3.087], [-2.146, 0.600, 4.126], [-2.386, -0.159, 3.035], [-3.459, -0.909, 2.995], [-4.393, -0.977, 4.044], [-4.170, -0.230, 5.165], [-3.023, 0.591, 5.245], [-1.339, 2.744, 7.254], [-3.604, -1.503, 2.095], [-5.265, -1.614, 3.958], [-4.858, -0.256, 6.000], [2.218, -2.747, -2.250], [3.271, -1.212, -2.461], [3.454, -0.879, -4.317], [4.989, -1.584, -1.795], [2.492, 0.123, -1.659], [2.980, 1.415, -1.732], [4.126, 1.841, -2.411], [4.471, 3.185, -2.429], [3.683, 4.119, -1.768], [2.548, 3.713, -1.082], [2.185, 2.368, -1.055], [1.068, 1.830, -0.410], [-0.345, 2.874, -0.064], [-1.825, 1.814, 0.325], [-0.052, 4.081, 1.329], [-0.683, 3.848, -1.655], [2.793, -3.620, -2.569], [1.322, -2.694, -2.870], [1.911, -2.918, -1.215], [2.817, -1.552, -4.895], [4.485, -1.038, -4.643], [3.185, 0.145, -4.586], [5.461, -2.329, -2.443], [4.975, -1.985, -0.781], [5.623, -0.695, -1.792], [4.752, 1.122, -2.925], [5.362, 3.502, -2.957], [3.957, 5.166, -1.778], [1.951, 4.444, -0.556], [-1.914, 1.696, 1.404], [-1.788, 0.803, -0.079], [-2.722, 2.298, -0.070], [0.249, 3.550, 2.233], [-0.999, 4.586, 1.546], [0.684, 4.850, 1.095], [0.110, 3.723, -2.394], [-0.773, 4.917, -1.446], [-1.620, 3.518, -2.113], [1.929, -0.684, 3.888], [3.005, -0.087, 2.480], [4.777, -0.671, 2.792], [3.063, 1.772, 2.326], [2.472, -0.951, 0.887], [2.089, -0.096, 4.796], [2.146, -1.733, 4.110], [0.881, -0.577, 3.606], [5.157, -0.280, 3.740], [5.444, -0.327, 1.997], [4.832, -1.762, 2.831], [3.575, 2.205, 3.190], [2.052, 2.178, 2.299], [3.599, 2.072, 1.421], [2.040, -1.911, 1.195], [3.398, -1.146, 0.347]], "lowdin_spin": [1.13, 0.00, 0.00, 0.00, 0.00, 0.00, 0.02, 0.00, 0.01, -0.01, 0.00, 0.00, 0.00, 0.00, 0.00, 0.00, 0.00, 0.00, 0.00, 0.00, 0.00, 0.00, 0.00, 0.00, 0.00, 0.00, 0.00, 0.00, 0.00, 0.00, 0.00, 0.00, 0.00, 0.00, 0.00, 0.00, 0.00, 0.00, 0.00, 0.00, 0.00, 0.00, 0.00, 0.00, 0.00, 0.00, 0.00, 0.00, 0.00, 0.00, 0.00, 0.00, -0.03, 0.01, -0.01, 0.00, -0.01, 0.00, 0.00, -0.04, 0.00, 0.00, 0.00, 0.00, 0.00, 0.00, 0.00, 0.00, 0.00, 0.00, 0.00, 0.00, 0.00, 0.00, 0.00, 0.00, 0.00, 0.00, 0.00, 0.00, 0.00, 0.00, 0.00, 0.00, 0.00, 0.00, 0.00, -0.01, 0.00, 0.00, -0.06, 0.00, 0.00, 0.00, 0.00, 0.00, 0.00, 0.00, 0.00, 0.00, 0.00, 0.00], "s2": 0.79, "gap_ev": [5.432, 5.455], "charge": -1, "energy_ev": -194819.9402, "multiplicity": 2, "fmax_ev_per_a": 0.7, "lumo_ha": [0.055, 0.056]}


# 4
{"formula": "C2H5NOS", "method": "ωB97M-V/def2-TZVPD", "species": ["C", "C", "H", "H", "H", "H", "H", "N", "O", "S"], "coordinates": [[0.785, 0.782, -1.584], [0.097, -0.248, 0.414], [1.657, 0.746, -2.228], [-0.363, 0.501, -2.212], [0.655, 1.960, -1.257], [1.664, -1.015, 1.396], [0.253, -0.985, 2.455], [0.762, -0.528, 1.626], [1.234, -0.143, -0.410], [-1.523, 0.026, 0.048]], "nbo_charge": [-0.31, 0.38, 0.19, 0.24, 0.21, 0.40, 0.40, -0.81, -0.54, -0.16], "gap_ev": 9.549, "charge": 0, "energy_ev": -16525.8010, "fmax_ev_per_a": 6.0, "lumo_ha": 0.027}